C5H8O in the gas phase. Source: the OMol25 dataset; level of theory: ωB97M-V/def2-TZVPD.

ORCA input file:
```
! RIJCOSX wB97M-V def2-TZVPD def2/J DEFGRID3
* xyz 0 1
O -1.6963 1.3797 0.5638
C -1.0994 0.4588 -0.3319
C -0.3801 -0.5997 0.4906
C 0.7372 -1.2810 -0.3408
C 1.7916 -0.2512 -0.2434
C 2.2714 0.7908 0.1323
H -2.2359 1.9852 0.0423
H -0.3866 0.9749 -0.9956
H -1.8511 -0.0432 -0.9576
H -1.0936 -1.2986 0.9360
H 0.1219 -0.0712 1.2998
H 1.0397 -2.2456 0.0849
H 0.4108 -1.4987 -1.3691
H 2.3704 1.6998 0.6887
*
```

Output
HOMO level ... -9.9 eV
Strongest force on any atom ... 0.72 eV/Å
Gap between HOMO and LUMO ... 0.3981 Eh
Structure (SMILES) ... C#CCCCO
Relative energy (zero: lowest compared OMol25 entry of this formula, charge and spin) ... 267.5 kJ/mol


2 unconnected molecules or ions with the total composition C5H8O in a non-equilibrium geometry. Source: the OMol25 dataset; level of theory: ωB97M-V/def2-TZVPD.

ORCA input file:
```
! RIJCOSX wB97M-V def2-TZVPD def2/J DEFGRID3
* xyz 0 1
C 2.7418 -0.3552 -0.2935
C 1.7570 -0.1413 0.5634
C -1.4778 -0.0594 -0.9426
C -1.4884 -0.6183 0.5124
C -0.4884 0.4142 0.0860
O -0.6659 1.6591 0.5551
H 3.6306 -0.5848 0.2685
H 2.7071 -0.4020 -1.3888
H 1.6723 -0.0431 1.5560
H -1.2657 -0.8281 -1.6420
H -2.2773 0.5734 -1.4057
H -2.1932 -0.0806 1.1580
H -1.2896 -1.6738 0.8233
H -1.3625 2.1399 0.1499
*
```

Output
HOMO level ... -8.2 eV
Strongest force on any atom ... 6.51 eV/Å
Gap between HOMO and LUMO ... 0.3284 Eh
Relative energy (zero: lowest compared OMol25 entry of this formula, charge and spin) ... 584.3 kJ/mol


C5H8O in the gas phase. Source: the OMol25 dataset; level of theory: ωB97M-V/def2-TZVPD.

ORCA input file:
```
! RIJCOSX wB97M-V def2-TZVPD def2/J DEFGRID3
* xyz 0 1
C -0.2319 -1.2749 0.7991
C 0.0642 -0.1012 -0.1617
C -1.1026 0.2281 -1.0928
O 1.1013 -0.5404 -1.0563
C 0.5496 1.1016 0.5492
C 1.0691 2.0585 1.0661
H -0.0569 -1.0602 1.8574
H -1.2366 -1.6937 0.6782
H 0.4876 -2.0145 0.4514
H -0.7415 0.9204 -1.8565
H -1.9579 0.6720 -0.5740
H -1.4269 -0.6951 -1.5836
H 1.9433 -0.5125 -0.5808
H 1.5393 2.9118 1.5043
*
```

Output
HOMO level ... -10.2 eV
Strongest force on any atom ... 0.58 eV/Å
Gap between HOMO and LUMO ... 0.4100 Eh
Structure (SMILES) ... C#CC(C)(C)O
Relative energy (zero: lowest compared OMol25 entry of this formula, charge and spin) ... 213.8 kJ/mol